{
  "formula": "C3H8O",
  "method": "ωB97M-V with the def2-TZVPD basis set",
  "species": ["O", "C", "C", "C", "H", "H", "H", "H", "H", "H", "H", "H"],
  "xyz": [[-1.14, 0.20, 0.92], [-0.65, 1.10, -0.14], [0.96, -2.00, -0.49], [0.68, 1.19, -0.18], [0.98, -3.03, 0.00], [-1.23, 1.60, -0.83], [1.13, 1.96, -0.82], [0.33, -1.99, -1.31], [0.44, -1.30, 0.22], [1.44, 0.36, -0.16], [-1.94, 0.70, 1.12], [1.99, -1.70, -0.68]],
  "nbo_charge": [-0.488, 0.289, -0.857, -0.124, 0.257, 0.237, 0.253, 0.218, 0.174, 0.303, 0.521, 0.217],
  "e_homo_ev": [-16.79, -16.77],
  "lumo_ev": [-6.024, -9.375],
  "s2": 0.758,
  "e_above_lowest_ev": 1.956,
  "fmax_ha_per_bohr": 0.13482,
  "homo_lumo_gap_ev": [10.763, 7.393],
  "multiplicity": 2,
  "charge": 1,
  "e_tot_ev": -5276.4269
}